# 1
Molecular formula: C2H6N3S
Method: DFT, ωB97M-V with the def2-TZVPD basis set

Geometry as XYZ:
```
12
Properties=species:S:1:pos:R:3:nbo_charge:R:1
S -1.47 -1.04 -0.12 0.32
N 1.22 -1.16 0.39 -0.77
N 0.57 0.68 -0.52 -0.56
N -1.53 0.66 0.31 -0.63
C 0.44 -0.69 -0.61 0.07
C -0.43 1.30 0.11 0.35
H 0.37 -1.26 -1.58 0.26
H 0.92 -0.71 1.29 0.37
H 1.18 -2.11 0.59 0.39
H -2.36 0.80 0.90 0.48
H 1.23 1.19 -1.05 0.46
H -0.14 2.37 0.28 0.26
```

Its charge is +1. As for the frontier orbital gap: 9.502 eV. As for the energy above the lowest of the compared OMol25 structures with the same formula, charge and spin: 33.75 kcal/mol. The calculation puts the total energy at -641.9620 Ha. The SMILES is N[C@@H]1[NH+]=CNS1. The molecular weight comes out at 104.2 g mol⁻¹.

# 2
Molecular formula: C2H6N4
Method: DFT, ωB97M-V with the def2-TZVPD basis set

Geometry as XYZ:
```
12
Properties=species:S:1:pos:R:3:nbo_charge:R:1
N -1.58 -0.77 0.63 -0.66
N 0.91 -0.31 -1.40 -0.51
N 0.47 -1.16 -0.39 -0.08
N -0.23 -0.43 0.62 -0.13
C 1.39 0.61 -0.42 0.02
C 0.26 1.02 0.42 -0.34
H -0.52 1.60 -0.08 0.21
H 0.16 0.02 -2.02 0.34
H 2.36 0.39 0.00 0.20
H -1.83 -1.24 1.49 0.37
H 0.51 1.44 1.38 0.22
H -1.90 -1.18 -0.24 0.36
```

As for the frontier orbital gap (alpha / beta): 8.177 / 8.423 eV. As for the energy above the lowest of the compared OMol25 structures with the same formula, charge and spin: 150.52 kcal/mol. The calculation puts the total energy at -298.6090 Ha. The molecular weight comes out at 86.1 g mol⁻¹.

# 3
Molecular formula: C2H6N4O
Method: DFT, ωB97M-V with the def2-TZVPD basis set

Geometry as XYZ:
```
13
Properties=species:S:1:pos:R:3:mulliken_spin:R:1
O 0.16 -1.07 0.27 0.10
N 1.13 2.65 -1.85 -0.01
N 0.77 1.92 -2.58 0.11
N -0.30 0.23 0.12 0.74
N 0.64 1.08 0.40 0.27
C 0.56 2.36 0.34 0.81
C -0.66 -2.06 -0.22 0.01
H -1.13 -1.59 -1.04 -0.01
H -1.47 -2.62 0.39 0.01
H -0.52 2.84 0.21 -0.02
H 1.44 0.70 0.82 0.00
H 1.38 2.90 0.59 -0.01
H 0.05 -2.86 -0.30 0.01
```

As for the frontier orbital gap (alpha / beta): 6.496 / 10.398 eV. As for the energy above the lowest of the compared OMol25 structures with the same formula, charge and spin: 36.28 kcal/mol. The calculation puts the total energy at -373.8450 Ha. The multiplicity is 3. The molecular weight comes out at 102.1 g mol⁻¹.

# 4
Molecular formula: C2H6N4O2
Method: DFT, ωB97M-V with the def2-TZVPD basis set

Geometry as XYZ:
```
14
Properties=species:S:1:pos:R:3:nbo_charge:R:1
O -1.06 1.36 -0.45 -0.58
O -3.31 -0.43 -0.07 -0.52
N 3.15 -0.83 -0.30 -0.65
N -1.94 -0.75 0.06 -0.37
N 2.64 0.43 0.27 -0.28
N 0.41 -0.32 0.08 -0.67
C -0.92 0.23 -0.09 0.76
C 1.31 0.60 0.46 0.17
H 4.05 -0.57 -0.64 0.36
H -3.35 0.37 0.47 0.46
H 2.54 -0.95 -1.04 0.34
H -1.88 -1.28 0.97 0.36
H 0.40 -1.25 0.46 0.41
H 1.00 1.54 0.89 0.21
```

As for the frontier orbital gap: 9.406 eV. As for the energy above the lowest of the compared OMol25 structures with the same formula, charge and spin: 69.29 kcal/mol. The calculation puts the total energy at -449.2108 Ha. The SMILES is N/N=C\NC(=O)NO. The molecular weight comes out at 118.1 g mol⁻¹.

# 5
Molecular formula: C2H6N4O2
Method: DFT, ωB97M-V with the def2-TZVPD basis set

Geometry as XYZ:
```
14
Properties=species:S:1:pos:R:3:nbo_charge:R:1
O 2.94 -0.17 -0.24 -0.40
O -0.26 -2.45 -0.53 -0.61
N -1.79 -0.68 0.29 -0.82
N 0.46 1.10 -0.05 -0.31
N 1.69 -0.81 0.18 -0.28
N -0.81 1.66 -0.40 -0.73
C 0.50 -0.19 -0.03 0.23
C -0.58 -1.26 -0.06 0.60
H 2.49 1.04 1.33 0.26
H -0.87 2.99 -0.51 0.38
H 1.77 -1.83 -0.04 0.42
H -1.69 0.38 1.03 0.46
H -1.17 1.32 -1.46 0.38
H -2.68 -1.11 0.47 0.41
```

As for the frontier orbital gap: 6.034 eV. As for the energy above the lowest of the compared OMol25 structures with the same formula, charge and spin: 250.80 kcal/mol. The calculation puts the total energy at -448.9215 Ha. The molecular weight comes out at 118.1 g mol⁻¹.

# 6
Molecular formula: C2H6N4O2
Method: DFT, ωB97M-V with the def2-TZVPD basis set

Geometry as XYZ:
```
14
Properties=species:S:1:pos:R:3:nbo_charge:R:1
O 0.48 -0.78 -0.24 -0.47
O 2.09 1.24 0.03 -0.58
N -2.35 1.22 -0.42 -0.75
N 2.67 -0.08 0.03 -0.19
N -1.98 -1.15 0.36 -0.80
N -0.07 0.32 0.63 -0.36
C 1.86 -1.15 -0.24 0.33
C -1.50 0.17 0.03 0.56
H 2.19 -2.18 -0.31 0.23
H -2.02 2.24 -0.19 0.36
H 0.62 1.22 0.41 0.42
H 2.67 1.86 0.25 0.49
H -2.99 -0.99 -0.21 0.38
H -1.67 -1.93 -0.12 0.39
```

As for the frontier orbital gap: 9.512 eV. As for the energy above the lowest of the compared OMol25 structures with the same formula, charge and spin: 179.74 kcal/mol. The calculation puts the total energy at -449.0347 Ha. The SMILES is [H]/N=C(/N)NO/C=N\O. The molecular weight comes out at 118.1 g mol⁻¹.

# 7
Molecular formula: C2H6N4O2S
Method: DFT, ωB97M-V with the def2-TZVPD basis set

Geometry as XYZ:
```
15
Properties=species:S:1:pos:R:3:nbo_charge:R:1
S -0.45 2.22 0.22 0.17
O 1.11 -1.10 0.58 -0.40
O 0.55 0.29 -1.10 -0.29
N 1.54 -0.20 -0.04 0.36
N -1.46 -1.53 -0.63 -0.82
N -0.61 0.71 -0.59 -0.29
N -2.22 0.15 0.86 -0.77
C -1.48 -0.26 -0.05 0.56
C 2.56 0.51 -0.18 -0.23
H -3.01 -0.30 1.28 0.38
H 3.51 0.19 0.17 0.20
H -0.47 1.81 1.54 0.13
H -0.62 -1.55 -1.25 0.39
H 2.59 1.36 -0.74 0.22
H -1.52 -2.32 -0.07 0.39
```

As for the frontier orbital gap: 9.499 eV. As for the energy above the lowest of the compared OMol25 structures with the same formula, charge and spin: 82.84 kcal/mol. The calculation puts the total energy at -847.2816 Ha. The SMILES is [H]/N=C(\N)N(S)O[N+](=C)[O-]. The molecular weight comes out at 150.2 g mol⁻¹.

# 8
Molecular formula: C2H6N4O4
Method: DFT, ωB97M-V with the def2-TZVPD basis set

Geometry as XYZ:
```
16
Properties=species:S:1:pos:R:3:nbo_charge:R:1
O 1.41 -2.08 0.02 -0.35
O 0.72 -0.84 -1.60 -0.36
O 2.15 1.27 0.97 -0.30
O 0.99 1.65 -0.83 -0.39
N -1.45 0.38 -1.47 -0.80
N 0.77 -1.15 -0.42 0.48
N 0.17 -0.57 1.78 -0.83
N 1.32 1.05 0.16 0.52
C -1.16 0.44 -0.05 -0.28
C 0.08 -0.20 0.41 0.31
H -1.28 1.42 0.16 0.24
H -1.84 -0.19 0.44 0.20
H 0.73 -1.44 1.81 0.41
H -0.97 1.20 -1.87 0.37
H -0.57 -0.52 2.47 0.41
H -1.09 -0.42 -1.98 0.38
```

As for the frontier orbital gap: 8.720 eV. As for the energy above the lowest of the compared OMol25 structures with the same formula, charge and spin: 24.16 kcal/mol. The calculation puts the total energy at -599.5438 Ha. The SMILES is NCC(N)([N+](=O)[O-])[N+](=O)[O-]. The molecular weight comes out at 150.1 g mol⁻¹.

# 9
Molecular formula: C2H6N4O6
Method: DFT, ωB97M-V with the def2-TZVPD basis set

Geometry as XYZ:
```
18
Properties=species:S:1:pos:R:3:nbo_charge:R:1
O 1.99 -1.22 -1.13 -0.46
O 0.95 1.25 -1.31 -0.44
O 1.87 0.43 2.13 -0.65
O 3.12 -1.50 0.62 -0.35
O -0.64 -0.98 -0.81 -0.75
O 0.39 2.01 0.65 -0.38
N -2.38 0.31 -1.25 -0.80
N 0.94 1.19 -0.07 0.46
N -2.13 -0.58 0.85 -0.80
N 2.27 -0.88 0.05 0.45
C 1.68 0.18 0.54 0.34
C -1.70 -0.46 -0.41 0.78
H 2.18 1.28 2.13 0.47
H -1.95 0.78 -2.05 0.42
H 1.15 -0.88 -1.52 0.55
H -1.69 -1.37 1.29 0.40
H -3.01 -0.49 1.19 0.39
H -3.04 0.92 -0.89 0.38
```

As for the frontier orbital gap (alpha / beta): 8.661 / 8.661 eV. As for the energy above the lowest of the compared OMol25 structures with the same formula, charge and spin: 27.15 kcal/mol. The calculation puts the total energy at -750.0203 Ha. The SMILES is O=[N+]([O-])/C(O)=[N+](/[O-])O.NC(N)=O. The molecular weight comes out at 182.1 g mol⁻¹.

# 10
Molecular formula: C2H6N4OS
Method: DFT, ωB97M-V with the def2-TZVPD basis set

Geometry as XYZ:
```
14
Properties=species:S:1:pos:R:3:nbo_charge:R:1
S -2.56 -0.01 1.77 -0.12
O 2.15 0.32 -1.14 -0.55
N 1.32 1.43 -1.38 -0.41
N -0.40 -0.14 0.26 -0.50
N -0.72 -1.90 1.86 -0.85
N -0.94 0.59 -0.86 -0.25
C -0.17 1.28 -1.52 0.22
C -1.19 -0.71 1.32 0.21
H 1.71 1.99 -2.23 0.36
H 0.46 -0.72 0.09 0.38
H -0.28 -2.70 1.46 0.41
H -0.58 1.85 -2.38 0.19
H -1.22 -2.09 2.85 0.42
H 2.41 0.82 -0.09 0.50
```

As for the frontier orbital gap: 8.576 eV. As for the energy above the lowest of the compared OMol25 structures with the same formula, charge and spin: 129.79 kcal/mol. The calculation puts the total energy at -772.0914 Ha. The SMILES is NC(=S)N/N=C\NO. The molecular weight comes out at 134.2 g mol⁻¹.